An isolated molecule of C8H14N2O3 in a non-equilibrium geometry, computed with wB97M-V/def2-TZVPD.

```
27
Properties=species:S:1:pos:R:3
C 0.37174 0.12777 -0.45899
C 1.66936 0.38863 -0.55225
C -0.87779 0.90401 -0.67269
C 0.71962 -1.72611 0.53164
C 2.39804 1.55014 -1.22428
C 0.37739 -2.77759 -0.52577
C -2.30457 2.72723 0.09031
C -1.43307 -1.45096 1.48364
N 2.06461 -1.42666 0.76206
N -1.08174 1.92824 0.16944
O -1.74997 0.58605 -1.45734
O 2.60301 -0.57741 -0.19748
O -0.03778 -1.73315 1.66742
H 2.43899 1.26835 -2.29816
H 3.33606 1.68049 -0.87664
H 1.71694 2.33160 -1.34078
H 0.33449 -3.69038 0.01899
H 1.17286 -2.88406 -1.30276
H -0.66436 -2.56034 -0.80601
H -2.99940 2.34937 1.00875
H -2.18058 3.72806 0.02010
H -2.74924 2.39893 -0.76877
H -1.82475 -2.45654 1.41055
H -1.45958 -1.00036 0.49904
H -1.71644 -0.95278 2.33640
H 2.20897 -0.92001 1.59195
H -0.33280 2.18748 0.89163
```

## Properties
Calculated total energy, Ha: -648.27764
Energy above the lowest of the compared OMol25 structures with the same formula, charge and spin, eV: 6.2879
Gap between HOMO and LUMO, hartree: 0.34378
Highest occupied orbital energy, Eh: -0.3178
LUMO energy, eV: 0.707
Maximum force, eV/A: 6.00

***

A cluster of 3 separate species, C16H29N2O8S in total in a non-equilibrium geometry, computed with wB97M-V/def2-TZVPD.

```
56
Properties=species:S:1:pos:R:3
C -2.04162 -2.02230 -4.07437
O -0.95618 -1.40788 -3.39087
C -1.31494 -0.63501 -2.28674
C -0.19975 0.37341 -2.06577
C 0.97013 -0.25742 -1.32617
S 2.31085 0.84761 -0.80384
C 1.86842 2.55343 -1.17013
C 2.16304 2.93128 -2.62085
C 3.58682 3.24451 -2.97221
N 1.25837 3.04217 -3.50574
N 2.25461 0.68784 0.88257
C 3.61497 0.66494 1.47363
C 1.33638 1.63708 1.50983
C 1.87348 2.80423 2.29518
O 0.13698 1.45762 1.36032
H -1.86870 -1.96633 -5.14228
H -2.10597 -3.06921 -3.79432
H -2.99887 -1.56440 -3.85619
H -2.23769 -0.08206 -2.46668
H -1.48725 -1.24669 -1.39595
H 0.14063 0.67268 -3.05144
H -0.57981 1.25081 -1.55107
H 0.63668 -0.77857 -0.43632
H 1.43631 -0.99610 -1.97160
H 2.53146 3.13367 -0.53240
H 0.84482 2.79982 -0.91413
H 3.64134 3.35980 -4.04535
H 4.28534 2.49938 -2.60886
H 3.82012 4.21874 -2.54547
H 0.32639 2.85265 -3.14201
H 3.49635 0.78870 2.54420
H 4.08342 -0.29883 1.33144
H 4.24303 1.47541 1.11651
H 1.16603 3.61248 2.16528
H 2.84700 3.13855 1.95263
H 1.95666 2.56684 3.35011
C -5.04424 -2.12104 -0.27781
C -6.44313 -2.66972 -0.46934
O -6.56171 -2.69697 -1.89454
C -5.32492 -2.76024 -2.43107
O -5.09493 -2.96759 -3.57364
O -4.38033 -2.55279 -1.47236
H -4.54083 -2.51935 0.59916
H -5.02715 -1.02968 -0.24098
H -6.54990 -3.68612 -0.08813
H -7.21691 -2.04142 -0.03778
C 1.63008 -1.19444 4.18787
C 0.54737 -1.13108 5.24633
O 1.17151 -1.79423 6.34585
C 2.51823 -1.70743 6.20095
O 3.31277 -2.00586 7.01775
O 2.82554 -1.22219 4.96076
H 1.62785 -0.33268 3.52382
H 1.57071 -2.10663 3.59005
H 0.30895 -0.10708 5.54129
H -0.36779 -1.64231 4.96091
```

## Properties
Calculated total energy, Ha: -1736.37858
Energy above the lowest of the compared OMol25 structures with the same formula, charge and spin, eV: 3.3542
Gap between HOMO and LUMO, hartree: 0.31825
Highest occupied orbital energy, Eh: -0.4569
LUMO energy, eV: -3.772
Maximum force, eV/A: 2.22
Total charge: +1

***

A structure of composition C3H7O3Tm in a non-equilibrium geometry, computed with wB97M-V/def2-TZVPD.

```
14
Properties=species:S:1:pos:R:3
O 1.28626 -0.91354 -0.65749
C 1.53921 -0.17507 0.51514
C 0.27658 0.52963 0.97396
O 0.16289 1.89030 0.59560
C 0.64142 2.31336 -0.47874
Tm -0.78790 -1.27306 -0.49959
H 2.35771 0.56349 0.36029
H 1.87145 -0.82842 1.34583
H 0.09543 0.55295 2.05241
H -3.52403 -2.27977 -0.20289
H 0.67490 3.39923 -0.58886
H 1.05687 1.69883 -1.28332
O -2.73286 -2.39449 -0.74180
H -2.91793 -3.08345 -1.39054
```

## Properties
Calculated total energy, Ha: -1428.68301
Energy above the lowest of the compared OMol25 structures with the same formula, charge and spin, eV: 0.0000
2S+1: 3
Gap between HOMO and LUMO (alpha / beta), hartree: 0.27636 / 0.27786
Highest occupied orbital energy (alpha / beta), Eh: -0.6356 / -0.6352
LUMO energy (alpha / beta), eV: -9.776 / -9.723
Maximum force, eV/A: 3.96
Total charge: +2

***

A cluster of 12 separate species, C28H80N6O12 in total in a non-equilibrium geometry, computed with wB97M-V/def2-TZVPD.

```
126
Properties=species:S:1:pos:R:3
N 17.35800 -2.16300 20.30800
C 18.21900 -2.35800 21.24900
N 17.83100 -1.84700 22.42100
O 19.48100 -2.96900 21.10000
H 17.76000 -2.40000 19.35600
H 16.54200 -1.48700 20.28000
H 18.50400 -1.98400 23.18800
H 16.84900 -1.62000 22.73800
N 16.72100 2.08800 20.17800
C 16.69400 0.95000 20.71800
N 17.80400 0.62900 21.31900
O 15.59800 0.10100 20.65200
H 15.84900 2.36200 19.84700
H 17.53000 2.72300 20.17000
H 17.93700 -0.36700 21.74200
H 18.47800 1.32500 21.56400
N 15.13400 -4.07300 18.00700
C 15.59800 -5.02400 18.71300
N 16.47300 -4.69000 19.56300
O 15.23400 -6.29000 18.54200
H 14.32500 -4.29100 17.36600
H 15.18500 -3.11800 18.39500
H 16.96900 -5.40400 20.10700
H 16.74900 -3.72900 19.78600
C 14.12500 -7.35400 24.17100
C 12.96700 -6.67000 24.85800
C 13.02900 -5.13500 24.62500
O 11.83400 -7.07300 24.54500
H 13.95900 -7.39400 23.06700
H 14.35500 -8.43200 24.55400
H 15.04600 -6.78200 24.42700
H 13.06800 -6.94000 25.93200
H 12.30200 -4.50500 25.20500
H 12.97200 -4.87500 23.53000
H 13.97300 -4.77200 25.01500
H 11.63500 -6.64900 23.67800
C 16.58200 -8.67600 21.94600
C 16.60500 -7.25600 21.50200
C 17.26500 -6.18500 22.39200
O 17.27700 -7.13000 20.47300
H 16.41900 -8.76800 23.01600
H 17.57900 -9.13900 21.69000
H 15.80200 -9.28200 21.43400
H 15.62700 -6.89300 21.30100
H 17.04100 -5.15400 21.98000
H 18.38100 -6.16400 22.37600
H 16.97300 -6.16800 23.47100
H 16.81100 -7.54200 19.76500
C 13.08900 -2.06900 19.61600
C 11.87800 -1.15100 19.63700
C 11.92000 -0.07700 20.72400
O 11.75800 -0.48900 18.58900
H 14.03200 -1.49900 19.54100
H 13.02900 -2.70900 18.78100
H 13.17100 -2.77500 20.41100
H 10.98800 -1.76400 19.73500
H 12.81700 0.48800 20.70500
H 11.90900 -0.62600 21.67600
H 11.08100 0.56600 20.72800
H 12.09300 -0.97900 17.84100
C 14.56400 -2.46500 22.58000
C 14.44300 -1.23600 23.48000
C 14.52700 -1.80400 24.93200
O 15.38900 -0.42700 23.30000
H 14.98100 -2.18200 21.60900
H 13.50500 -2.77700 22.49200
H 15.18000 -3.29100 23.09100
H 13.55800 -0.58500 23.32900
H 13.71500 -2.52700 25.07300
H 14.48100 -1.07900 25.69800
H 15.52900 -2.26100 25.14800
H 15.43000 -0.26300 22.35800
C 10.54300 -1.20200 26.73000
C 10.29600 -2.72100 26.97400
C 8.89100 -3.00000 27.37200
O 10.42200 -3.47000 25.95200
H 9.90100 -0.86200 25.90100
H 11.58100 -0.98700 26.32300
H 10.39800 -0.58500 27.61900
H 10.98400 -2.98300 27.85100
H 8.63000 -2.51300 28.31000
H 8.69400 -4.02200 27.56300
H 8.21600 -2.65800 26.63200
H 10.38000 -4.40800 26.12700
C 15.67100 3.77100 23.51400
C 14.65300 3.90600 22.36100
C 13.77000 2.65000 22.41400
O 13.93100 4.92600 22.41800
H 15.12500 3.52500 24.44800
H 16.25900 4.71900 23.71200
H 16.37500 2.97400 23.28700
H 15.24300 3.95300 21.44500
H 13.04900 2.70900 21.57800
H 13.27200 2.66600 23.39400
H 14.30900 1.69600 22.35300
H 14.38100 5.70200 22.10900
C 12.82900 -5.57400 20.79500
C 12.10500 -6.83300 20.69200
C 12.96200 -7.97500 20.20600
O 11.57100 -7.08600 21.78400
H 12.35900 -4.82900 21.42000
H 13.01400 -5.08700 19.85500
H 13.77000 -5.74000 21.34100
H 11.21300 -6.61500 19.98100
H 13.83700 -8.13700 20.87300
H 13.38600 -7.66500 19.28600
H 12.44100 -8.93300 20.04500
H 11.05300 -7.88000 21.62500
C 11.26700 3.74500 24.65900
C 10.81500 2.37000 24.19100
C 11.56100 1.35900 25.06900
O 9.62200 2.09400 24.29400
H 10.91300 4.46900 23.97400
H 12.33300 3.85500 24.71800
H 10.93300 3.94900 25.70400
H 11.03200 2.19800 23.13500
H 11.04100 1.17200 25.96900
H 12.59900 1.51200 25.32500
H 11.66900 0.40200 24.57000
H 9.42700 1.21600 23.92200
C 10.86900 -2.86600 22.82200
O 11.47400 -2.03100 23.81300
H 9.85700 -2.61900 22.78400
H 10.96000 -3.89600 23.18000
H 11.30600 -2.65900 21.87900
H 11.06000 -2.35600 24.61900
```

## Properties
Calculated total energy, Ha: -2345.89830
Energy above the lowest of the compared OMol25 structures with the same formula, charge and spin, eV: 10.0028
Gap between HOMO and LUMO, hartree: 0.33821
Highest occupied orbital energy, Eh: -0.3391
LUMO energy, eV: -0.024
Maximum force, eV/A: 11.88

***

A cluster of 2 separate species, C4H10N4O in total in a non-equilibrium geometry, computed with wB97M-V/def2-TZVPD.

```
19
Properties=species:S:1:pos:R:3
N -1.25046 -0.29086 -1.68816
N -1.16545 -0.58501 -0.28152
C -1.62766 0.35420 0.49457
N -2.21971 0.02674 1.68481
O -2.01551 1.55881 0.01510
H -1.82707 -0.99109 -2.14986
H -0.29649 -0.45076 -2.02248
H -1.80749 -0.75730 2.16492
H -2.49336 0.81166 2.25371
H -1.60831 1.63030 -0.87353
C 1.39690 -1.30878 1.28215
C 1.84436 -0.23824 0.61929
N 1.32958 0.12253 -0.63819
C 1.98973 0.92680 -1.37448
H 1.90941 -1.68142 2.15292
H 0.42224 -1.70225 1.03121
H 2.83187 0.16929 0.86073
H 3.06139 1.09806 -1.25927
H 1.52601 1.30735 -2.27190
```

## Properties
Calculated total energy, Ha: -452.57551
Energy above the lowest of the compared OMol25 structures with the same formula, charge and spin, eV: 3.3283
Gap between HOMO and LUMO, hartree: 0.32847
Highest occupied orbital energy, Eh: -0.3063
LUMO energy, eV: 0.603
Maximum force, eV/A: 4.04

***

A cluster of 2 separate species, C4H11NO in total in a non-equilibrium geometry, computed with wB97M-V/def2-TZVPD.

```
17
Properties=species:S:1:pos:R:3
C 0.20910 0.35319 -1.80293
N 1.06400 1.51588 -1.46352
C 0.40972 2.79962 -1.66618
H -0.84795 0.50010 -1.51617
H 0.54943 -0.48413 -1.18762
H 0.23704 0.18021 -2.88235
H 1.24471 1.38754 -0.47321
H 0.79207 3.22902 -2.61012
H -0.66664 2.86022 -1.78904
H 0.71713 3.55846 -0.95146
C -0.06764 -1.96083 2.86160
C -0.58276 -1.26889 1.83326
O -1.10959 -1.82273 0.73327
H 0.25824 -1.47754 3.78901
H 0.58912 -2.81536 2.66906
H -0.59103 -0.18119 1.91842
H -0.52159 -2.23127 0.04636
```

## Properties
Calculated total energy, Ha: -288.85256
Energy above the lowest of the compared OMol25 structures with the same formula, charge and spin, eV: 2.4352
2S+1: 2
Gap between HOMO and LUMO (alpha / beta), hartree: 0.09412 / 0.29576
Highest occupied orbital energy (alpha / beta), Eh: 0.0506 / -0.1504
LUMO energy (alpha / beta), eV: 3.937 / 3.955
Maximum force, eV/A: 2.23
Total charge: -1